Arrangement P

A structure of composition C3H2CuFLiO3. Source: the OMol25 dataset; level of theory: wB97M-V/def2-TZVPD.

Each line ends with the Löwdin charge.
Atoms and positions in Å:
O: -0.8912 0.2725 1.6749  -0.048
C: -0.9947 1.1231 0.8008  -0.584
C: 0.6555 -0.2698 -0.5469  -0.521
O: -0.2072 0.7182 -0.5835  -0.103
O: -1.2885 2.2926 0.7447  0.051
C: 0.4224 -1.5848 -0.6632  0.025
Li: -0.1350 -1.4322 1.7632  0.796
F: 1.8937 0.1636 -0.2326  0.088
H: 1.2548 -2.2875 -0.6777  0.072
H: -0.5874 -1.9141 -0.9080  0.078
Cu: -0.1226 2.9184 -1.3718  0.148

Summary:
Total charge ... 0
<S²> ... 0.751
Lowest unoccupied orbital energy (spin up / spin down) ... -1.29 / -1.29 eV
E_HOMO (spin up / spin down) ... -5.13 / -8.16 eV
2S+1 ... 2

Arrangement Q

A structure of composition C3H2CuFLiO3. Source: the OMol25 dataset; level of theory: wB97M-V/def2-TZVPD.

Each line ends with the Löwdin charge.
Atoms and positions in Å:
O: -1.8787 -0.5892 0.1379  -0.004
C: -0.8834 -1.1798 0.4641  -0.456
C: 0.2667 1.4325 0.7534  -0.589
O: 0.4939 0.1596 0.7986  -0.136
O: -0.5695 -2.1072 1.1512  0.064
C: -0.5747 2.1644 1.5163  -0.012
Li: -2.3894 1.2499 -0.0037  0.790
F: 0.8851 2.0412 -0.2828  0.066
H: -0.6364 3.2420 1.3697  0.056
H: -1.0001 1.7017 2.4070  0.064
Cu: 1.0051 -1.2975 2.6969  0.157

Summary:
Total charge ... 0
<S²> ... 0.751
Lowest unoccupied orbital energy (spin up / spin down) ... -1.25 / -1.26 eV
E_HOMO (spin up / spin down) ... -5.28 / -8.32 eV
2S+1 ... 2

Tell me which of them is the least stable. Sure, it is arrangement Q.

Arrangement P

A cluster of 2 separate species, C11H17N4 in total. Source: the OMol25 dataset; level of theory: wB97M-V/def2-TZVPD.

Each line ends with the Löwdin charge.
Atoms and positions in Å:
C: -1.7068 3.3648 -2.8940  -0.030
C: -1.0458 0.9658 -0.0615  -0.222
C: -1.8567 1.5204 -1.0437  -0.153
C: -1.1456 2.5554 -1.7347  -0.216
C: 0.1419 2.5209 -1.2425  -0.065
C: -1.4695 0.0357 0.8826  -0.050
C: -2.8161 -0.3173 0.8666  -0.094
C: -3.5947 0.1388 -0.2098  -0.106
C: -3.1465 0.9504 -1.2361  -0.003
N: 0.1902 1.6405 -0.1859  0.034
H: -0.7425 -0.1791 1.6704  0.094
H: -3.2855 -0.7401 1.7549  0.105
H: 0.7708 1.8004 0.6255  0.136
H: -4.5607 -0.3525 -0.3929  0.108
H: 1.0453 3.0159 -1.5811  0.121
H: -3.7856 1.1418 -2.0933  0.113
H: -1.3017 3.0904 -3.8719  0.085
H: -1.6314 4.3712 -2.4663  0.086
H: -2.7963 3.2218 -2.9037  0.069
C: 1.2516 -2.8606 2.2726  -0.009
C: 2.9837 -1.9182 0.8502  -0.428
N: 2.5284 -2.0907 2.0768  0.068
N: 2.6471 -2.7565 -0.1280  0.229
N: 4.0563 -1.0806 0.6111  0.168
H: 2.7672 -1.5440 2.8871  0.159
H: 1.7156 -3.1248 -0.2341  0.119
H: 3.2051 -2.7920 -0.9717  0.145
H: 4.6311 -1.0886 1.4433  0.116
H: 3.9194 -0.2142 0.1122  0.124
H: 0.8459 -2.6007 3.2407  0.093
H: 1.5432 -3.9095 2.5837  0.120
H: 0.6427 -2.7647 1.3733  0.084

Summary:
Total charge ... +1
Lowest unoccupied orbital energy ... -3.41 eV
E_HOMO ... -10.15 eV

Arrangement Q

A cluster of 2 separate species, C11H17N4 in total. Source: the OMol25 dataset; level of theory: wB97M-V/def2-TZVPD.

Each line ends with the Löwdin charge.
Atoms and positions in Å:
C: -3.3039 0.0127 -1.1620  -0.094
C: -1.8842 -0.4654 0.7370  -0.342
N: -2.9510 0.2795 0.2573  0.015
N: -1.5899 -1.7152 0.3338  0.196
N: -1.3017 0.1739 1.8947  0.155
H: -2.9211 1.3463 0.3376  0.178
H: -2.1537 -2.5332 0.5491  0.149
H: -0.5610 -1.7887 0.3727  0.070
H: -1.0892 1.2313 1.8413  0.132
H: -0.6196 -0.3624 2.4895  0.120
H: -4.0945 0.8159 -1.3262  0.106
H: -3.7843 -1.0090 -1.3212  0.097
H: -2.4756 0.0279 -1.9613  0.110
C: 1.5993 -1.7499 -2.0890  -0.029
C: 1.4212 0.2853 1.0156  -0.244
C: 1.6643 0.2961 -0.4279  -0.102
C: 1.6184 -1.0755 -0.7854  -0.257
C: 1.4667 -1.8426 0.3545  -0.109
C: 1.1846 1.4923 1.6695  -0.091
C: 1.0807 2.6717 0.9422  -0.079
C: 1.6457 1.5208 -1.1593  -0.008
C: 1.4647 2.6972 -0.4411  -0.069
N: 1.4057 -1.0310 1.4911  0.015
H: 2.1319 -1.1690 2.3197  0.224
H: 1.2315 1.5229 2.7413  0.115
H: 1.3786 -2.8843 0.4655  0.120
H: 0.7883 3.5835 1.4385  0.103
H: 1.7974 1.4412 -2.2381  0.115
H: 1.9637 -0.9317 -2.7790  0.093
H: 0.8726 -2.3759 -2.4528  0.051
H: 1.3440 3.7315 -0.9129  0.131
H: 2.6701 -2.1963 -2.1947  0.130

Summary:
Total charge ... +1
Lowest unoccupied orbital energy ... -3.58 eV
E_HOMO ... -11.43 eV

Tell me which of them is the least stable. Sure, it is arrangement Q.

Arrangement P

A cluster of 16 separate species, H31O16 in total. Source: the OMol25 dataset; level of theory: wB97M-V/def2-TZVPD.

Each line ends with the Löwdin charge.
Atoms and positions in Å:
O: 1.6097 -3.4783 -0.4002  -0.152
H: -1.9957 1.4810 -2.6662  -0.013
H: -3.2596 3.6729 1.0299  0.084
O: -0.5484 -1.2296 -5.8612  -0.093
H: 1.7709 -2.4890 -0.4015  -0.043
H: 2.3591 -4.0807 -0.1125  0.070
O: 4.4478 1.0725 2.4145  -0.071
H: -1.1561 -1.0220 -5.1249  0.024
H: -4.0567 4.2125 2.2160  0.017
O: -3.6846 4.5398 1.3937  -0.101
H: -1.0315 0.0960 2.7788  0.042
H: -0.4151 -2.1586 -5.5259  0.050
O: -1.4064 2.2824 -2.8252  -0.125
H: -3.7833 -3.2337 -0.7358  0.050
H: -0.5810 -3.5032 -2.8153  0.039
O: 1.7225 -0.9721 -0.2238  -0.349
H: -0.3177 -2.5382 -0.0519  0.032
H: 3.1094 -0.2782 -0.2246  0.027
O: 0.6106 2.0655 3.8527  -0.076
H: 1.3661 1.8217 3.2842  0.049
H: 0.0399 1.3636 4.0940  -0.006
O: -0.2869 4.2574 0.7830  -0.090
H: 0.0987 3.3535 0.6934  0.068
H: 5.0173 0.9196 3.1873  0.034
O: -2.2435 0.1627 -1.7788  -0.014
H: -1.4746 -0.3202 -2.0117  0.029
O: -4.3045 -3.1673 -1.5625  -0.067
H: -0.5767 2.0628 -3.2814  0.030
H: -3.7028 -2.6251 -2.0750  -0.007
O: -0.7660 -1.8132 -0.5286  -0.139
H: 4.9987 1.2215 1.6492  0.007
H: 0.1581 -1.3842 -0.6017  0.016
O: -1.4757 -3.1486 -2.8448  -0.069
H: -0.1688 0.1463 1.4550  0.009
H: -0.1156 4.9130 2.6326  0.083
O: 1.2072 -3.8357 2.5236  -0.052
H: 4.4761 -0.5249 -1.0628  -0.022
H: 1.7852 -0.9838 0.7533  0.007
O: 0.8761 5.0837 2.9681  -0.155
H: -1.4478 -2.6333 -2.0409  -0.041
H: 0.5906 -4.5357 2.6121  0.008
O: -0.3782 0.5599 2.2723  -0.032
H: -3.1055 0.0146 -2.1342  0.060
H: -0.9794 4.2616 0.0775  0.060
O: 4.1925 -0.2835 -0.1970  -0.171
H: 1.5251 -3.5551 1.6629  -0.013
H: 1.3010 4.2297 2.7544  0.002

Summary:
Total charge ... -1
Lowest unoccupied orbital energy ... 2.28 eV
E_HOMO ... -6.68 eV

Arrangement Q

A cluster of 16 separate species, H31O16 in total. Source: the OMol25 dataset; level of theory: wB97M-V/def2-TZVPD.

Each line ends with the Löwdin charge.
Atoms and positions in Å:
O: 1.3628 -1.2828 -1.8831  -0.113
H: 0.3990 -1.2530 -2.1063  -0.047
H: 1.2423 -1.6705 4.1202  0.063
O: -2.6982 2.8902 -2.9418  -0.087
H: -3.3629 2.8318 -2.3320  -0.047
H: 1.1828 -1.2334 -0.8834  0.071
O: 0.0448 -5.8469 1.0514  -0.104
H: 0.1418 -5.0692 1.6188  0.014
H: 0.9842 -5.9621 0.6581  0.082
O: -2.3615 0.3422 -3.6380  -0.367
H: -2.1060 0.5776 -4.6448  0.076
H: -1.6656 -0.4336 -2.8377  0.036
O: -2.1030 -0.5839 5.5980  -0.069
H: -2.9719 -0.2969 5.3954  0.029
H: -5.6637 0.9519 -2.3289  -0.117
O: 3.5688 -0.5111 0.5077  -0.042
H: 4.0669 -0.0001 -0.0488  -0.046
H: 3.0151 -1.1467 0.0483  0.011
O: -1.2997 1.6543 4.6122  -0.201
H: -1.5107 1.1038 5.4833  0.046
H: -0.5816 2.3711 4.9382  0.065
O: 0.0395 -1.1851 2.0321  -0.043
H: 0.0695 -2.0858 1.7933  -0.017
H: -0.2767 -0.7751 1.2327  0.029
O: 0.6177 3.7180 3.9117  -0.066
H: 1.0835 3.3463 3.0869  0.102
O: 4.1930 1.6951 -4.2812  -0.122
H: 3.3418 1.7424 -3.8438  -0.026
H: 4.6403 0.8934 -3.8239  0.068
O: 1.5788 -0.9932 4.8280  -0.124
H: 2.1584 -0.4578 4.2311  0.045
H: -1.4601 -0.7900 4.8735  0.070
O: -5.2789 1.0762 -3.0505  0.008
H: 1.6315 3.2316 -2.9446  0.078
H: -4.3014 0.8664 -3.0821  0.037
O: 3.3816 0.4457 -1.8592  -0.170
H: 2.5779 0.8934 -1.5095  0.034
H: 2.7648 -0.3834 -2.1796  0.089
O: -1.0490 -1.0864 -2.0441  -0.196
H: -1.7497 -2.2337 0.7733  0.110
H: -1.2671 -1.9118 -2.4856  0.041
O: -1.0207 -2.6371 0.1825  -0.068
H: -1.0295 -2.2328 -0.6379  -0.066
H: 0.9517 4.5846 3.8089  0.005
O: 1.0350 2.4111 -2.7287  -0.169
H: -2.4937 1.9690 -3.2590  -0.035
H: 0.1784 2.4665 -3.4111  0.132

Summary:
Total charge ... -1
Lowest unoccupied orbital energy ... 2.22 eV
E_HOMO ... -7.01 eV

Tell me which of them is the least stable. Sure, it is arrangement Q.

Arrangement P

An isolated molecule of C19H23NO2. Source: the OMol25 dataset; level of theory: wB97M-V/def2-TZVPD.

Each line ends with the Löwdin charge.
Atoms and positions in Å:
C: -6.3587 -1.5196 1.4331  -0.100
C: -5.6371 -2.0573 0.1958  -0.221
C: -4.5870 -1.0871 -0.2673  -0.264
C: -3.2905 -1.1522 0.2188  -0.033
C: -2.3214 -0.2392 -0.1628  -0.008
C: -2.6476 0.7744 -1.0564  -0.263
O: -1.7889 1.7277 -1.5315  -0.046
C: -0.4644 1.7619 -1.0529  -0.201
C: -0.3597 2.3890 0.3410  -0.161
C: 1.0842 2.4166 0.8328  -0.104
C: 1.6057 1.0164 1.1312  -0.497
O: 0.9001 0.0314 1.1858  0.058
N: 2.9364 0.9754 1.3643  0.066
C: 3.6557 -0.2641 1.5842  -0.127
C: 4.5271 -0.6043 0.4029  -0.215
C: 3.9451 -0.7881 -0.8462  -0.035
C: 4.7280 -1.0758 -1.9486  -0.080
C: 6.1025 -1.1853 -1.8137  -0.094
C: 6.6888 -1.0052 -0.5731  -0.088
C: 5.9045 -0.7115 0.5296  -0.049
C: -3.9499 0.8489 -1.5506  -0.005
C: -4.9018 -0.0680 -1.1587  -0.042
H: -6.8369 -0.5690 1.2074  0.072
H: -7.1196 -2.2212 1.7685  0.065
H: -5.6501 -1.3609 2.2430  0.073
H: -5.1738 -3.0159 0.4387  0.106
H: -6.3652 -2.2227 -0.6012  0.106
H: -3.0212 -1.9349 0.9140  0.116
H: -1.3288 -0.3375 0.2478  0.090
H: -0.0246 0.7586 -1.0515  0.118
H: 0.0768 2.3787 -1.7784  0.132
H: -0.9644 1.8103 1.0404  0.113
H: -0.7610 3.4033 0.3007  0.121
H: 1.7297 2.8902 0.0891  0.120
H: 1.1467 2.9984 1.7559  0.125
H: 3.4885 1.8098 1.2446  0.147
H: 2.8916 -1.0339 1.7281  0.128
H: 4.2567 -0.1800 2.4949  0.122
H: 2.8722 -0.7089 -0.9452  0.113
H: 4.2661 -1.2185 -2.9144  0.103
H: 6.7147 -1.4121 -2.6739  0.100
H: 7.7598 -1.0909 -0.4629  0.101
H: 6.3663 -0.5709 1.4969  0.107
H: -4.1892 1.6381 -2.2465  0.115
H: -5.9053 0.0058 -1.5536  0.113

Summary:
Total charge ... 0
Lowest unoccupied orbital energy ... 0.71 eV
SMILES ... CCc1ccc(OCCCC(=O)NCc2ccccc2)cc1
E_HOMO ... -7.95 eV

Arrangement Q

A cluster of 2 separate species, C19H23NO2 in total. Source: the OMol25 dataset; level of theory: wB97M-V/def2-TZVPD.

Each line ends with the Löwdin charge.
Atoms and positions in Å:
C: 2.3836 4.3346 0.9316  -0.195
C: 2.9148 2.9024 1.0313  -0.164
C: 1.8262 1.8805 1.3175  -0.120
N: 0.6547 2.0749 0.4640  -0.034
C: 0.0432 1.0156 -0.0257  0.049
C: -0.9371 1.0831 -1.0745  -0.173
C: -0.9126 2.0785 -2.0914  -0.024
C: -2.0447 2.2855 -2.8778  -0.067
C: -3.1768 1.4698 -2.7114  -0.059
C: -3.1445 0.3978 -1.8056  -0.059
C: -2.0215 0.1798 -1.0214  0.009
C: 0.0709 3.4315 0.5175  -0.123
C: 1.1004 4.4709 0.1102  -0.178
H: 2.1856 4.6968 1.9463  0.115
H: 3.1531 4.9878 0.5093  0.114
H: 3.4293 2.6278 0.1071  0.121
H: 3.6513 2.8388 1.8377  0.120
H: 2.1799 0.8561 1.1721  0.136
H: 1.5002 1.9975 2.3581  0.138
H: 0.2323 0.0738 0.4736  0.114
H: -0.0235 2.7020 -2.2277  0.117
H: -2.0529 3.0885 -3.6189  0.109
H: -4.0566 1.6239 -3.3377  0.108
H: -4.0058 -0.2697 -1.7049  0.114
H: -1.9608 -0.6296 -0.2897  0.133
H: -0.8359 3.5065 -0.0898  0.122
H: -0.2064 3.6177 1.5673  0.142
H: 0.6652 5.4642 0.2632  0.119
H: 1.3118 4.3848 -0.9643  0.114
C: -1.2050 -5.7485 2.6342  -0.085
O: -0.3717 -4.5826 2.4237  -0.115
C: -0.0164 -4.2341 1.1488  -0.316
C: -0.2536 -5.0788 0.0388  -0.086
C: 0.1359 -4.6449 -1.2283  -0.142
C: 0.6912 -3.4054 -1.4431  -0.060
C: 0.8434 -2.4571 -0.3504  -0.467
O: 1.1455 -1.2353 -0.5523  -0.165
C: 0.5549 -2.9724 0.9652  0.018
H: -1.3699 -5.7760 3.7139  0.082
H: -2.1700 -5.6565 2.1094  0.090
H: -0.7041 -6.6742 2.3077  0.085
H: -0.7833 -6.0259 0.1685  0.082
H: -0.0214 -5.3159 -2.0745  0.094
H: 0.9341 -3.0537 -2.4402  0.088
H: 0.6667 -2.3104 1.8128  0.094

Summary:
Total charge ... 0
Lowest unoccupied orbital energy ... -1.19 eV
E_HOMO ... -5.74 eV

Tell me which of them is the least stable. Sure, it is arrangement Q.

Arrangement P

An isolated molecule of C3H2N2S2. Source: the OMol25 dataset; level of theory: wB97M-V/def2-TZVPD.

Each line ends with the Löwdin charge.
Atoms and positions in Å:
H: -2.4525 -1.2985 -0.1138  0.020
N: -2.3156 -0.3332 -0.2029  0.151
C: -1.1070 -0.1669 -0.0630  -0.761
N: -0.5859 1.1155 -0.0516  0.107
C: 0.7079 1.0562 0.0939  -0.215
C: 1.2929 -0.2851 -0.0050  -1.078
S: 2.9630 -0.4061 -0.1338  0.660
S: 0.0515 -1.5325 0.0713  0.988
H: 1.4458 1.8506 0.4050  0.129

Summary:
Total charge ... 0
Lowest unoccupied orbital energy ... -1.92 eV
SMILES ... [H]/N=C1/N=CC(=S)S1
E_HOMO ... -9.46 eV

Arrangement Q

An isolated molecule of C3H2N2S2. Source: the OMol25 dataset; level of theory: wB97M-V/def2-TZVPD.

Each line ends with the Löwdin charge.
Atoms and positions in Å:
S: 2.0391 0.2113 -1.8336  0.684
C: 0.9133 0.3334 -0.6144  -0.826
C: -0.4467 -0.1971 -0.6997  -0.201
C: -1.2341 -0.3815 0.4089  -0.440
S: -0.7133 0.2302 1.9176  0.933
N: 0.9372 0.7457 1.6616  -0.264
N: 1.4705 0.7310 0.6051  -0.115
H: -0.8298 -0.6422 -1.6936  0.133
H: -2.1363 -1.0307 0.2480  0.096

Summary:
Total charge ... 0
Lowest unoccupied orbital energy (spin up / spin down) ... -1.42 / -1.42 eV
SMILES ... S=c1ccsnn1
E_HOMO (spin up / spin down) ... -8.83 / -8.83 eV

Tell me which of them is the least stable. Sure, it is arrangement Q.

Arrangement P

A structure of composition C3H3BrCl2. Source: the OMol25 dataset; level of theory: wB97M-V/def2-TZVPD.

Each line ends with the Löwdin charge.
Atoms and positions in Å:
C: 0.8285 0.9425 -0.0933  -0.166
C: -1.7180 -0.0439 -0.5264  -1.094
C: 1.0615 -0.3148 -0.2604  -0.486
Cl: -1.8983 -1.7173 -0.7876  0.517
Cl: 0.9465 -1.4384 1.3852  0.329
Br: -2.8617 0.6634 0.7175  0.640
H: 0.0537 1.1439 0.7177  0.040
H: 1.8124 1.6870 -0.3107  0.162
H: 1.7755 -0.9224 -0.8421  0.057

Summary:
Total charge ... 0
Lowest unoccupied orbital energy ... -1.09 eV
E_HOMO ... -8.86 eV

Arrangement Q

An isolated molecule of C3H3BrCl2. Source: the OMol25 dataset; level of theory: wB97M-V/def2-TZVPD.

Each line ends with the Löwdin charge.
Atoms and positions in Å:
C: 0.0749 0.1337 -0.4301  -0.375
C: -0.0531 0.7215 0.9975  -0.524
C: 1.5357 0.4600 -0.5235  -1.142
Cl: -0.3779 2.4145 0.8556  0.583
Cl: 2.0045 2.0456 -0.8195  0.614
Br: 2.8816 -0.6168 0.3649  0.639
H: -0.1815 -0.9645 -0.5833  0.132
H: -0.4872 0.6664 -1.0764  0.043
H: 0.6112 0.4337 1.7867  0.030

Summary:
Total charge ... 0
Lowest unoccupied orbital energy (spin up / spin down) ... -0.12 / -0.15 eV
E_HOMO (spin up / spin down) ... -8.14 / -8.35 eV

Tell me which of them is the least stable. Sure, it is arrangement P.